(1)
Here is a structure of composition C14H26NPSr at a distorted geometry from the Open Molecules 2025 dataset. Energies are from wB97M-V/def2-TZVPD.

Each line ends with the Löwdin charge.
Geometry (Å):
C  3.22385  2.33927  -2.85053  -0.082
C  3.35090  2.51197  -1.48180  -0.056
C  2.46716  1.89638  -0.60386  -0.318
C  1.57616  1.14143  -1.25852  -0.322
C  1.31603  0.92658  -2.56238  -0.362
C  2.22088  1.56012  -3.40336  -0.057
C  2.54008  2.16367  0.87608  -0.123
C  1.19292  2.33242  1.59787  -0.248
N  0.69484  3.69316  1.64750  -0.274
Sr  0.19811  -0.13679  0.14578  1.020
C  0.07358  0.18816  -3.07937  -0.288
P  -1.40358  0.61390  -2.04272  0.719
H  4.09483  3.14801  -1.04037  0.098
H  2.07096  1.45397  -4.46723  0.099
H  3.92532  2.83347  -3.50414  0.094
H  0.20834  -0.92091  -3.08696  0.091
H  -0.16175  0.49951  -4.10975  0.087
H  3.08834  1.37034  1.42910  0.124
H  3.12249  3.08935  1.02243  0.125
H  0.38725  1.75433  1.11854  0.017
C  -2.77301  -0.38548  -2.47290  -0.301
C  -1.70238  2.33369  -2.28245  -0.278
H  1.26397  1.95250  2.62306  0.121
C  0.24391  4.23794  0.37407  -0.073
C  -0.27440  3.89474  2.71921  -0.100
H  -1.31017  -1.31519  0.81726  0.036
H  -0.03287  5.29380  0.51063  0.091
H  1.03574  4.17349  -0.38022  0.091
H  -0.64960  3.70901  -0.01593  0.071
H  -0.51605  4.95902  2.79937  0.085
H  -1.21068  3.33600  2.54935  0.082
H  0.16201  3.55496  3.66494  0.084
H  -2.03173  2.44413  -3.31320  0.048
H  -2.48887  2.66638  -1.59009  0.051
H  -0.80777  2.94074  -2.10186  0.044
H  -3.00207  -0.14068  -3.50306  0.042
H  -2.54357  -1.45057  -2.35935  0.055
H  -3.61084  -0.13204  -1.81350  0.051
H  -1.46126  -0.57745  1.26608  0.032
C  2.12518  -1.77602  -0.44673  -0.228
H  1.29380  -1.80583  -1.18771  -0.121
H  2.23245  -1.05293  0.40508  -0.125
H  2.37031  -2.76519  -0.10296  -0.102

Values from the calculation:
spin multiplicity: 1
DFT total energy: -975.55649 Eh
orbital gap: 5.11 eV
HOMO energy: -5.552 eV
molecular weight: 326.963 Da
energy relative to the best compared isomer or geometry (same formula, charge and spin): 0.0 kJ/mol

(2)
Here is the molecule C6H8N2 at a distorted geometry from the Open Molecules 2025 dataset. Energies are from wB97M-V/def2-TZVPD.

Each line ends with the natural charge from an NBO analysis.
Geometry (Å):
H  2.19067  0.93543  -1.66865  0.320
N  2.56865  0.39056  -0.89055  -0.617
C  1.62779  -0.12933  -0.17791  0.118
C  0.16128  -0.04948  -0.44294  -0.143
C  -0.25617  0.21065  -1.85709  -0.641
C  -0.68968  -0.21784  0.58778  0.139
N  -2.05721  -0.36416  0.51619  -0.783
C  -0.24664  -0.07466  1.93842  -0.069
C  0.14825  0.21693  3.03355  -0.176
H  1.92875  -0.72532  0.70221  0.181
H  0.32076  -0.39398  -2.56281  0.226
H  -0.08789  1.26871  -2.09146  0.225
H  -1.31516  0.00632  -2.03690  0.212
H  -2.44059  -0.84542  1.32860  0.389
H  -2.37059  -0.80014  -0.34625  0.378
H  0.51784  0.57179  3.96788  0.241

Values from the calculation:
spin multiplicity: 1
SMILES: [H]/N=C\C(C)=C(\N)C#C
DFT total energy: -342.84133 Eh
orbital gap: 8.85 eV
HOMO energy: -8.273 eV
molecular weight: 108.144 Da
energy relative to the best compared isomer or geometry (same formula, charge and spin): 243.1 kJ/mol

(3)
Here is the molecule C4H8N2O3 at a distorted geometry from the Open Molecules 2025 dataset. Energies are from wB97M-V/def2-TZVPD.

Each line ends with the natural charge from an NBO analysis.
Geometry (Å):
N  -0.40751  -0.20160  0.59732  -0.884
C  -1.66668  -0.06356  -0.12113  -0.209
C  -1.29833  -0.13921  -1.60510  -0.452
C  -2.23670  -1.04205  -2.41205  0.685
N  -1.70877  -1.52413  -3.55091  -0.814
O  -3.37487  -1.29121  -2.03926  -0.606
C  0.13528  -0.64449  -1.66975  0.824
O  1.05995  -0.03887  -2.15869  -0.578
O  0.29931  -2.00936  -1.24467  -0.746
H  0.13098  0.65608  0.64408  0.376
H  0.09708  -1.15820  0.38979  0.408
H  -2.20118  0.88271  0.06140  0.212
H  -2.32474  -0.89985  0.14405  0.223
H  -1.30178  0.86394  -2.05307  0.254
H  -2.25860  -2.14442  -4.12957  0.410
H  -0.79955  -1.23977  -3.88839  0.400
H  1.21919  -2.27407  -1.38157  0.499

Values from the calculation:
spin multiplicity: 1
SMILES: NC[C@H](C(N)=O)C(=O)O
DFT total energy: -492.45908 Eh
orbital gap: 9.60 eV
HOMO energy: -9.062 eV
molecular weight: 132.119 Da
energy relative to the best compared isomer or geometry (same formula, charge and spin): 115.2 kJ/mol

(4)
Here is a structure of composition C31H48Br2Ge2HgNO4PSi at a distorted geometry from the Open Molecules 2025 dataset. Energies are from wB97M-V/def2-TZVPD.

Each line ends with the Löwdin spin population.
Geometry (Å):
Hg  -1.12818  -0.12415  -1.10618  0.089
Br  -4.63494  3.99332  -2.29270  0.000
C  -3.87959  3.83287  -0.55334  0.001
C  -4.26105  4.71723  0.43482  0.000
C  -3.72864  4.59443  1.69629  0.000
Br  -4.26506  5.85650  3.03479  0.000
C  -2.81523  3.57661  2.01266  0.000
C  -2.22932  3.38301  3.27917  0.002
C  -1.35987  2.34319  3.47007  0.000
C  -1.08015  1.48830  2.39759  0.004
N  -1.59313  1.65363  1.20396  -0.002
C  -2.43787  2.66671  0.98073  -0.001
C  -2.95759  2.78281  -0.37107  0.000
O  -2.61976  2.00914  -1.30179  0.004
H  -4.97222  5.49943  0.21629  0.000
H  -2.46795  4.05654  4.09250  0.000
H  -0.89326  2.18455  4.43074  0.000
H  -0.41500  0.64428  2.52367  0.000
C  -2.28334  -2.63884  3.88451  0.018
C  -2.46515  -1.87280  2.58669  0.067
Ge  -0.92627  -1.98461  1.22462  0.301
C  -0.84441  -3.93348  0.55767  0.057
C  -1.04494  -5.01777  1.60278  0.015
C  0.80564  -1.90896  2.21815  0.037
C  1.85959  -1.15329  1.90114  0.018
Ge  1.60548  0.30235  0.43340  0.194
C  2.03864  2.10034  1.42462  0.041
C  3.31932  2.88438  1.17202  0.006
C  2.98153  -0.07739  -1.08407  0.040
C  4.47262  0.22479  -1.05202  0.008
C  3.16346  -1.29464  2.55174  0.006
C  4.18497  -0.41657  2.20050  0.005
C  5.44873  -0.51048  2.74492  0.000
C  5.72756  -1.48657  3.68609  0.000
C  4.72589  -2.37080  4.05270  0.000
C  3.46783  -2.28579  3.48887  0.001
H  -3.09708  -2.42106  4.58112  0.004
H  -1.34618  -2.36445  4.36529  0.001
H  -2.27443  -3.71021  3.70211  0.000
H  -2.60387  -0.81293  2.80296  0.001
H  -3.36571  -2.21216  2.07325  0.000
H  0.13762  -4.04420  0.09208  0.000
H  -1.58947  -4.05720  -0.22597  0.001
H  -0.38215  -4.86889  2.45179  0.001
H  -0.84009  -6.00499  1.18573  0.004
H  -2.07317  -5.00618  1.95612  0.000
H  0.87647  -2.66102  3.00112  0.008
H  1.93997  1.89802  2.49407  0.001
H  1.19792  2.74231  1.14986  0.002
H  4.19733  2.37064  1.55779  0.000
H  3.26729  3.86016  1.66152  0.002
H  3.45790  3.06111  0.10833  0.001
H  2.54910  0.47932  -1.91876  0.002
H  2.83927  -1.13548  -1.32048  0.000
H  4.66317  1.26570  -0.80186  0.000
H  4.90235  0.03835  -2.03897  0.002
H  4.99811  -0.40569  -0.33993  0.000
H  3.96132  0.34235  1.47377  0.004
H  6.21693  0.18068  2.42298  0.000
H  6.71606  -1.56106  4.11916  0.000
H  4.93218  -3.14240  4.78306  0.000
H  2.71852  -3.00600  3.78066  0.000
C  -3.23602  -0.98435  -4.35449  0.002
Si  -2.51133  -1.65887  -2.69525  0.004
C  -4.00981  -2.44309  -1.75201  -0.003
C  -1.45875  -3.17730  -3.29149  0.001
H  -3.76156  -1.76291  -4.90312  0.000
H  -2.43643  -0.61847  -4.99155  0.000
H  -3.92424  -0.16414  -4.18230  0.000
H  -4.42061  -3.29188  -2.29152  -0.001
H  -4.80599  -1.71748  -1.61150  0.000
H  -3.71380  -2.79308  -0.76520  0.001
H  -2.09808  -3.98403  -3.63710  0.000
H  -0.82936  -3.57173  -2.50060  0.000
H  -0.81107  -2.89572  -4.11704  0.000
C  1.65075  -0.51206  -4.71560  0.000
O  1.59599  0.83986  -4.32921  0.008
P  0.36073  1.38106  -3.40201  0.026
O  -0.65622  1.65250  -4.61852  0.003
C  -1.92784  2.24678  -4.39890  0.000
O  0.90059  2.89384  -3.21658  0.007
C  1.68093  3.26561  -2.10142  0.001
H  2.60020  -0.65657  -5.23405  0.000
H  0.82900  -0.75050  -5.39034  0.000
H  1.60814  -1.17300  -3.84779  0.000
H  -2.54370  2.00193  -5.26347  0.000
H  -1.82628  3.32939  -4.31981  0.000
H  -2.39765  1.87685  -3.48781  0.000
H  1.59376  4.34774  -1.98934  0.000
H  2.72838  2.99708  -2.25966  0.000
H  1.32254  2.77955  -1.19167  0.002

Values from the calculation:
spin multiplicity: 2
DFT total energy: -11651.94388 Eh
orbital gap (spin up / spin down): 6.22 / 5.93 eV
charge: -1
HOMO energy (spin up / spin down): -3.698 / -4.353 eV
molecular weight: 1063.406 Da